[1]
Computed, not measured: one molecule with the formula C3H7NO5, with ωB97M-V/def2-TZVPD.

Output
SMILES ... N[C@@H](C(=O)O)C(O)(O)O
Total charge ... 0
E_LUMO ... 0.4909 eV
Energy above the lowest of the compared OMol25 structures with the same formula, charge and spin ... 0.0 kJ/mol

Atoms and positions in Å:
O 2.232 0.414 0.315
O -0.515 -0.465 1.449
O -2.286 0.150 -0.023
O 1.488 -1.586 -0.391
O -1.206 -1.758 -0.411
N -0.105 1.702 -0.286
C 0.046 0.313 -0.661
C 1.303 -0.400 -0.186
C -1.091 -0.487 0.039
H -2.092 1.102 -0.102
H -0.293 -2.128 -0.483
H -1.070 -1.034 1.998
H 0.566 2.284 -0.773
H 0.072 1.799 0.710
H 3.022 -0.099 0.550
H -0.070 0.193 -1.744

These are the Mulliken partial charges, in e, on atoms 1 to 5:
1 O -0.451
2 O -0.553
3 O -0.558
4 O -0.674
5 O -0.573

[2]
Computed, not measured: C5H10O2 as an isolated structure, with ωB97M-V/def2-TZVPD.

Output
Total charge ... 0
E_LUMO ... 0.6138 eV
Energy above the lowest of the compared OMol25 structures with the same formula, charge and spin ... 561.7 kJ/mol

Atoms and positions in Å:
O -1.076 -0.779 -0.293
O -1.556 0.917 1.479
C 0.676 -0.048 0.849
C -0.427 1.997 -0.274
C 0.383 -0.528 -0.527
C 1.001 -1.672 -1.214
C -0.528 0.809 0.628
H -1.386 2.194 -0.759
H 0.536 -0.764 1.702
H 0.574 -1.747 -2.222
H -1.149 -1.537 0.347
H 0.829 -2.635 -0.685
H 1.568 0.562 1.038
H -0.154 2.846 0.360
H -1.686 0.067 1.925
H 2.077 -1.496 -1.311
H 0.318 1.812 -1.044

These are the Mulliken partial charges, in e, on atoms 1 to 5:
1 O -0.449
2 O -0.462
3 C -0.015
4 C -1.303
5 C -0.304

[3]
Computed, not measured: one molecule with the formula C5H8O, with ωB97M-V/def2-TZVPD.

Output
Total charge ... 0
E_LUMO ... 0.2356 eV
Energy above the lowest of the compared OMol25 structures with the same formula, charge and spin ... 448.2 kJ/mol

Atoms and positions in Å:
O 0.843 1.085 1.403
C -0.452 -1.539 0.358
C 1.451 0.069 -0.466
C -0.664 0.918 -0.433
C 0.041 -0.449 -0.593
C 0.341 1.658 0.436
H 0.144 -2.452 0.246
H -1.499 -1.799 0.167
H 2.087 -0.529 0.212
H 0.548 2.725 0.246
H -0.059 -0.780 -1.638
H -1.641 0.858 0.062
H -0.774 1.429 -1.394
H -0.363 -1.194 1.393

These are the Mulliken partial charges, in e, on atoms 1 to 5:
1 O -0.479
2 C -1.400
3 C -0.552
4 C -0.562
5 C 0.375

[4]
Computed, not measured: a 2-piece molecular cluster, C3H9N overall, with ωB97M-V/def2-TZVPD.

Output
SMILES ... C=NC.C
Total charge ... 0
E_LUMO ... 1.1071 eV
Energy above the lowest of the compared OMol25 structures with the same formula, charge and spin ... 135.6 kJ/mol

Atoms and positions in Å:
N -1.126 -0.128 1.080
C -1.413 1.333 1.042
C 2.257 -0.768 -0.778
C -1.360 -0.681 -0.034
H 3.123 -0.121 -0.925
H 2.217 -1.315 0.170
H 1.419 -0.067 -0.755
H -1.254 1.800 0.050
H -2.452 1.574 1.236
H 2.143 -1.510 -1.567
H -1.584 -0.150 -0.966
H -0.645 1.787 1.662
H -1.326 -1.755 -0.215

These are the Mulliken partial charges, in e, on atoms 1 to 5:
1 N -0.368
2 C -0.771
3 C -0.895
4 C -0.328
5 H 0.284

[5]
Computed, not measured: C19H20N2Pb as an isolated structure, with ωB97M-V/def2-TZVPD.

Output
Total charge ... 0
E_LUMO (spin up / spin down) ... -0.6362 / -2.6597 eV
Energy above the lowest of the compared OMol25 structures with the same formula, charge and spin ... 0.0 kJ/mol

Atoms and positions in Å:
Pb -0.382 0.742 -1.250
N 0.191 -0.586 0.820
N -0.458 2.768 -0.362
C 0.980 0.857 -4.240
C -0.990 -1.119 1.335
C -3.319 0.778 -1.754
C 2.120 0.843 1.353
C 1.757 -1.207 2.592
C -3.536 -2.029 2.273
C -2.761 -1.151 3.039
C -1.512 -0.719 2.592
C -2.927 -0.028 -2.776
C 2.561 0.544 -2.577
C 3.778 0.087 2.961
C -3.044 -2.431 1.027
C -1.811 -1.993 0.564
C 3.335 1.015 2.011
C 1.234 2.122 -3.623
C 1.311 -0.307 1.590
C 2.965 -1.015 3.262
C 1.806 -0.118 -3.594
C 2.205 1.933 -2.599
H -3.092 -1.106 -2.694
H -3.630 -3.128 0.431
H 2.602 2.705 -1.943
H 1.880 -1.172 -3.861
H -2.534 0.333 -3.728
H 3.277 -1.743 4.015
H -0.912 -0.042 3.204
H -3.792 0.310 -0.886
H 0.753 3.064 -3.882
H 1.156 -2.096 2.781
H 3.953 1.888 1.789
H -3.117 -0.826 4.014
H 4.743 0.226 3.459
H -1.438 -2.329 -0.405
H 0.304 0.677 -5.075
H -0.915 3.130 0.509
H 3.293 0.081 -1.917
H -3.321 1.876 -1.766
H 1.762 1.602 0.651
H -4.473 -2.439 2.660

These are the Mulliken partial charges, in e, on atoms 1 to 5:
1 Pb 0.833
2 N -0.296
3 N -0.551
4 C -0.473
5 C 0.150

[6]
Computed, not measured: a 2-piece molecular cluster, C5H13FNO3S overall, with ωB97M-V/def2-TZVPD.

Output
Total charge ... -1
E_LUMO ... 2.7295 eV

Atoms and positions in Å:
S -1.389 -1.423 1.040
F -3.168 -3.935 2.278
O -1.818 -2.112 2.198
O 0.308 -1.262 1.226
O -1.998 0.159 1.215
N -2.864 -0.054 -1.040
C 1.074 1.529 -0.054
C 1.904 0.276 0.220
C -2.428 0.827 0.049
C 0.985 -0.953 0.026
C 3.074 0.164 -0.761
H 3.640 -0.742 -0.531
H 0.276 -0.698 -0.775
H 1.662 2.448 0.004
H -2.069 -0.366 -1.590
H -3.307 1.404 0.343
H -1.667 1.529 -0.314
H 0.588 1.484 -1.033
H 2.723 0.096 -1.793
H -3.377 0.541 -1.683
H 1.582 -1.799 -0.332
H 0.276 1.588 0.691
H 3.747 1.016 -0.642
H 2.248 0.281 1.255

These are the Mulliken partial charges, in e, on atoms 1 to 5:
1 S 0.588
2 F -0.973
3 O -0.319
4 O -0.352
5 O -0.321

Question: total charge of number 5 (C19H20N2Pb)?
Answer: 0

Question: Number 3 is which compound?
Answer: C5H8O

Question: Which of these has the lowest total charge?
Answer: C5H13FNO3S